Computed, not measured: C39H34N5P2SW as an isolated structure in a non-equilibrium geometry, with ωB97M-V with the def2-TZVPD basis set.

Geometry as XYZ:
```
82
Properties=species:S:1:pos:R:3:forces:R:3
W -0.40189 0.00436 0.15760 -0.04 0.72 -1.72
C -7.78273 2.87175 4.20905 0.04 0.07 -0.07
S -6.00975 3.20598 4.14538 0.09 -0.08 -0.06
C -5.81880 3.67586 2.39294 -0.02 0.02 0.28
C -4.44644 3.26244 1.86896 -0.06 -0.06 -0.02
C -4.23413 1.75834 1.98422 0.00 0.39 0.04
N -2.96230 1.31158 1.36052 -0.06 -0.46 -0.05
P -2.76066 0.86561 -0.28305 0.43 1.09 0.84
C -4.17743 1.43479 -1.20361 0.17 -0.54 -0.25
C -4.13664 2.66667 -1.86633 0.01 -0.02 0.07
C -5.25150 3.08295 -2.56996 0.00 0.05 -0.03
C -6.38314 2.27534 -2.62669 0.03 0.00 0.02
C -6.40889 1.04236 -1.98613 -0.04 -0.04 0.01
C -5.30141 0.60646 -1.27939 0.03 0.03 -0.01
C -1.28794 1.89899 -0.71623 0.01 -0.27 0.07
C -0.45656 1.32042 -1.72874 -0.42 0.52 -0.20
C 0.90012 1.70343 -1.82285 -0.07 -0.40 0.16
C 1.44308 2.58905 -0.89817 -0.08 0.06 0.19
C 0.63873 3.14756 0.10177 0.13 0.03 -0.01
C -0.70613 2.80981 0.19208 -0.14 0.09 -0.10
P -1.74809 0.48074 2.21509 -1.13 -0.39 0.03
C -2.29893 -1.20441 2.55322 0.37 -0.04 -0.04
C -1.38798 -2.23589 2.29386 -0.01 0.09 0.13
C -1.75387 -3.56305 2.45816 -0.03 -0.04 0.01
C -3.03797 -3.86198 2.89323 0.02 -0.01 0.00
C -3.94115 -2.84197 3.17747 -0.03 0.01 0.00
C -3.57640 -1.51439 3.02026 -0.11 0.07 -0.12
C -1.48024 1.31374 3.77107 0.48 -0.06 -0.22
C -1.37246 0.53305 4.92660 -0.07 0.02 -0.06
C -1.08834 1.14343 6.13754 0.01 0.01 0.05
C -0.88351 2.51484 6.19585 -0.01 -0.03 -0.01
C -0.97814 3.29128 5.04469 0.00 0.05 -0.03
C -1.26343 2.69534 3.83140 -0.09 -0.02 0.02
H -8.01272 2.61917 5.24143 -0.02 0.00 0.00
H -8.04318 2.03465 3.56400 -0.02 0.00 0.03
H -8.34980 3.75573 3.92645 -0.01 0.00 0.04
H -5.93387 4.75553 2.31547 -0.05 0.00 -0.15
H -6.61408 3.19770 1.81774 0.03 -0.01 -0.03
H -3.66791 3.78181 2.43693 0.02 0.00 -0.04
H -4.36327 3.56861 0.82221 0.04 0.03 0.00
H -5.07547 1.22409 1.53750 0.04 -0.07 -0.01
H -4.19705 1.49142 3.03927 -0.03 -0.07 0.00
H -3.25309 3.29120 -1.82270 -0.03 0.03 -0.02
H -5.23634 4.03517 -3.08289 -0.01 -0.01 0.00
H -7.24809 2.60712 -3.18587 0.01 -0.01 0.00
H -7.28435 0.41093 -2.05429 0.00 0.01 0.01
H -5.30702 -0.36775 -0.80684 -0.02 -0.05 -0.02
H -0.91310 0.77215 -2.54359 0.01 -0.18 0.06
H 1.50491 1.33137 -2.64062 0.01 -0.10 0.05
H 2.48400 2.87810 -0.97209 0.01 -0.04 0.01
H 1.06065 3.86603 0.79318 0.01 -0.03 0.01
H -1.34284 3.28925 0.92307 0.02 -0.14 0.11
H -0.35611 -2.00146 2.03623 0.04 -0.03 -0.04
H -1.04510 -4.35909 2.26930 0.00 0.02 0.01
H -3.33016 -4.89449 3.03378 -0.01 0.01 -0.02
H -4.93580 -3.08562 3.52649 0.02 0.00 0.04
H -4.28473 -0.73215 3.26323 -0.01 -0.02 -0.02
H -1.53325 -0.53596 4.88529 0.02 -0.01 0.03
H -1.02910 0.54590 7.03714 0.01 0.01 0.00
H -0.64892 2.98527 7.14157 -0.03 0.00 0.00
H -0.82898 4.36142 5.09905 -0.01 -0.01 0.01
H -1.35578 3.30954 2.94579 0.03 0.01 0.04
N -0.69439 -1.62539 -0.81168 -0.08 0.29 0.57
C -1.19120 -2.61886 -1.24975 0.11 -0.37 0.02
C -1.93962 -3.60799 -1.73820 -0.18 0.31 -0.02
C -3.24814 -3.13516 -2.08965 -0.13 -0.03 -0.07
N -4.27191 -2.64280 -2.26851 0.06 0.01 0.00
C -1.55997 -4.97362 -1.84860 0.14 -0.09 0.09
N -1.25696 -6.07857 -1.93335 0.00 0.08 0.03
N 1.46705 -0.29293 0.87775 0.51 -0.50 0.27
C 2.46923 -0.75267 1.25341 0.12 0.19 -0.05
C 3.66792 -1.30504 1.70364 0.13 -0.19 0.26
C 3.72194 -1.79429 3.02673 -0.05 0.12 -0.03
C 4.86337 -2.43060 3.45707 0.05 -0.03 0.07
C 5.95083 -2.57077 2.59635 -0.09 0.04 -0.02
C 5.90791 -2.06293 1.29912 0.09 0.00 -0.01
C 4.77284 -1.43482 0.83995 -0.12 0.00 -0.14
H 2.87262 -1.66990 3.68620 0.01 -0.03 0.00
H 4.91630 -2.81728 4.46535 0.00 -0.01 -0.01
H 6.84162 -3.07948 2.94093 0.00 0.02 0.00
H 6.76528 -2.16570 0.64837 -0.01 0.00 0.01
H 4.72921 -1.04044 -0.16672 -0.01 -0.04 0.00
```
Forces are in eV/Å.

net charge	+3
LUMO level (spin up / spin down)	-11.195 / -11.250	eV
maximum force	1.9	eV/Å
gap between HOMO and LUMO (spin up / spin down)	3.2746 / 3.2195	eV
multiplicity	1
highest occupied orbital energy (spin up / spin down)	-14.47 / -14.47	eV
E	-79654.584	eV
energy above the lowest of the compared OMol25 structures with the same formula, charge and spin	50.1	kcal/mol

Löwdin atomic charge list, values in e, 2 entries:
1. W 1.35
2. C -0.39

Computed, not measured: C39H35BiN5O4P as an isolated structure, with ωB97M-V with the def2-TZVPD basis set.

Geometry as XYZ:
```
85
Properties=species:S:1:pos:R:3:forces:R:3
Bi 1.20237 1.19932 0.40214 -0.11 0.04 0.05
C 4.44741 1.44751 3.72052 0.02 0.02 0.00
C 3.14722 1.82721 3.05541 -0.05 0.02 0.01
O 2.95371 1.30611 1.94223 0.03 -0.06 -0.04
C 2.24203 2.74935 3.70397 0.01 -0.02 -0.05
C 2.66612 3.39211 4.89153 -0.01 0.02 0.03
C 1.88879 4.30452 5.54910 0.03 -0.03 -0.01
C 0.61833 4.60546 5.02656 -0.03 0.01 -0.01
C 0.16400 4.00339 3.88762 0.00 -0.01 0.02
C 0.94762 3.05079 3.17589 0.03 -0.07 0.08
O 0.43286 2.51295 2.12610 -0.01 0.07 -0.06
H 4.90983 0.65871 3.13454 0.00 0.00 0.00
H 4.28703 1.10928 4.74346 0.00 -0.02 -0.01
H 5.11975 2.30645 3.75449 0.00 0.00 0.00
H 3.64540 3.16343 5.28867 0.00 0.01 0.00
H 2.24445 4.78673 6.44872 0.00 0.00 0.00
H -0.01268 5.32559 5.53421 0.00 0.00 0.00
H -0.81425 4.22742 3.48195 0.00 0.00 0.00
O 3.23952 1.56165 -2.05391 -0.01 0.04 -0.02
C 2.82124 0.41300 -1.92341 0.02 0.12 -0.19
O 2.64364 -0.19980 -0.80823 -0.06 -0.10 0.21
C 2.40564 -0.36847 -3.14561 0.02 -0.06 -0.05
C 3.29931 -0.47314 -4.20904 -0.03 0.00 0.02
C 2.98654 -1.24559 -5.31326 -0.02 -0.02 -0.01
C 1.76777 -1.91406 -5.36917 0.04 0.01 0.00
C 0.86500 -1.78507 -4.32852 -0.01 0.03 -0.01
C 1.16200 -1.00089 -3.21237 0.01 -0.03 -0.03
P -0.05805 -0.82430 -1.84862 0.17 0.05 0.20
C -0.16972 -2.58352 -1.35565 -0.15 -0.07 0.01
C -1.32356 -3.36057 -1.36272 0.05 -0.06 -0.09
C -1.28480 -4.68618 -0.94459 0.02 -0.02 0.00
C -0.09341 -5.25128 -0.51892 -0.03 0.00 0.01
C 1.06048 -4.47809 -0.49885 0.01 0.02 -0.02
C 1.02243 -3.15460 -0.90370 0.07 0.01 0.06
C -1.61368 -0.40954 -2.71275 0.05 0.02 -0.17
C -1.60956 0.19077 -3.97486 -0.06 -0.05 0.02
C -2.78134 0.67459 -4.53778 -0.02 0.00 -0.01
C -3.98588 0.56683 -3.85750 0.03 0.01 -0.01
C -4.00279 -0.01122 -2.59711 0.01 -0.01 0.03
C -2.82734 -0.47626 -2.02586 -0.06 -0.01 0.06
H 4.24534 0.04918 -4.14517 0.00 0.00 0.00
H 3.69518 -1.33844 -6.12644 0.00 0.00 0.00
H 1.52375 -2.53335 -6.22282 0.00 0.00 0.00
H -0.08870 -2.29830 -4.37901 0.00 0.00 0.00
H -2.25766 -2.96355 -1.73060 -0.06 0.10 -0.01
H -2.19125 -5.27821 -0.96999 0.01 -0.01 0.00
H -0.06195 -6.28641 -0.20337 -0.01 0.00 0.00
H 1.99604 -4.90455 -0.15940 0.00 -0.01 0.00
H 1.92444 -2.55312 -0.86807 -0.03 0.02 0.00
H -0.68343 0.28971 -4.52503 0.02 -0.02 0.00
H -2.74987 1.13764 -5.51624 -0.01 0.00 0.00
H -4.90012 0.94175 -4.29887 0.00 0.00 0.00
H -4.92825 -0.07846 -2.03904 -0.01 0.00 -0.01
H -2.86576 -0.86578 -1.01613 0.08 -0.09 0.05
N -0.29592 3.67779 -3.79904 0.02 0.00 -0.04
C 0.65118 2.90248 -3.24805 0.00 0.03 0.00
N 0.18043 2.37005 -2.14590 0.05 0.03 0.00
C -1.08106 2.86353 -2.06578 0.01 0.04 0.00
N -1.41584 3.66952 -3.05205 0.02 -0.02 0.04
C -1.97988 2.50099 -0.96411 -0.09 -0.06 -0.02
C -3.32085 2.88050 -0.96611 0.01 0.02 0.02
N -4.15342 2.51661 -0.00251 -0.01 0.01 -0.03
C -3.64390 1.76496 0.96970 0.05 -0.04 0.02
C -2.30928 1.39099 0.98896 0.00 0.03 0.07
N -1.47680 1.76031 0.02154 0.02 -0.01 0.00
H -0.25280 4.23387 -4.63611 0.00 -0.02 0.02
H 1.64572 2.75097 -3.63886 0.01 0.01 -0.01
H -3.70978 3.48404 -1.77634 -0.01 0.00 0.00
H -4.31257 1.45197 1.76244 -0.01 0.01 -0.01
H -1.89025 0.79230 1.78942 0.01 0.01 -0.01
C -0.43531 -1.83459 4.68892 0.00 0.00 0.00
C -0.51815 -2.35943 3.25020 -0.01 -0.03 -0.01
C -1.98056 -2.63403 2.87529 0.00 0.00 -0.01
C 0.29766 -3.65069 3.11574 0.02 0.00 0.02
C 0.02797 -1.34751 2.33357 -0.01 0.01 -0.03
C 0.47957 -0.51623 1.57932 0.01 0.10 -0.01
H -0.84215 -2.57750 5.37859 0.00 0.00 0.00
H -1.00162 -0.90893 4.79919 0.00 0.00 0.00
H 0.60029 -1.63466 4.96565 0.00 0.00 0.00
H -2.40179 -3.38751 3.54449 0.01 0.00 0.00
H -2.05015 -3.00046 1.84971 0.00 0.00 -0.01
H -2.57999 -1.72578 2.96290 0.00 0.00 -0.01
H -0.09774 -4.41193 3.79263 0.00 0.01 0.00
H 1.34381 -3.47160 3.36730 0.00 0.00 0.00
H 0.25199 -4.02867 2.09481 -0.01 0.00 0.01
```
Forces are in eV/Å.

LUMO level	-0.035	eV
maximum force	0.3	eV/Å
gap between HOMO and LUMO	7.7865	eV
multiplicity	1
highest occupied orbital energy	-7.82	eV
E	-71780.271	eV
energy above the lowest of the compared OMol25 structures with the same formula, charge and spin	0.0	kcal/mol

Löwdin atomic charge list, values in e, 2 entries:
1. Bi 1.86
2. C -0.01